This record from OMol25 describes C30H42F2N5O6V as an isolated structure. The level of theory is ωB97M-V/def2-TZVPD.

Output
maximum force = 1.0 eV/Å
spin multiplicity = 2
total energy = -82643.2112 eV
molar mass = 657.635 g/mol
total charge = +1
E_HOMO (alpha / beta) = -0.39305 / -0.39668 Eh

XYZ file:
```
86
Properties=species:S:1:pos:R:3:lowdin_charge:R:1
V -0.023 2.313 0.513 1.126
C -2.762 1.429 2.003 -0.046
N -2.169 1.472 0.651 -0.295
C -2.300 0.113 0.075 -0.041
C -2.903 2.438 -0.194 -0.154
C -2.447 3.847 0.109 -0.136
N -0.997 4.015 -0.199 -0.317
C -0.776 4.155 -1.666 -0.024
C -0.505 5.256 0.462 -0.027
H -3.795 1.078 1.939 0.109
H -2.744 2.404 2.480 0.088
H -2.197 0.730 2.619 0.099
H -3.356 -0.170 0.035 0.116
H -1.769 -0.599 0.703 0.074
H -1.874 0.080 -0.919 0.053
H -3.981 2.349 -0.030 0.145
H -2.712 2.181 -1.234 0.116
H -2.573 4.074 1.166 0.125
H -3.015 4.583 -0.464 0.145
H -1.265 5.070 -2.005 0.112
H -1.172 3.298 -2.196 0.082
H 0.292 4.223 -1.859 0.107
H -1.109 6.097 0.119 0.113
H 0.533 5.426 0.193 0.097
H -0.598 5.151 1.538 0.099
C -1.610 0.201 -3.602 -0.065
C -0.886 -1.120 -3.887 -0.351
C 0.531 -0.828 -4.376 -0.053
C -1.081 -2.095 -2.729 -0.133
C -2.144 -2.991 -2.851 -0.032
C -2.498 -3.860 -1.834 -0.064
C -1.787 -3.837 -0.647 -0.032
C -0.723 -2.961 -0.468 -0.156
C 0.072 -2.995 0.826 -0.374
C -0.796 -2.885 2.080 -0.051
C 0.933 -4.260 0.886 -0.043
C -0.364 -2.106 -1.523 -0.193
N 0.689 -1.173 -1.304 0.192
C 1.929 -1.507 -1.669 -0.260
C 2.363 -2.777 -2.152 -0.001
C 3.678 -3.000 -2.477 -0.060
C 4.624 -1.978 -2.355 -0.042
C 4.251 -0.719 -1.890 0.007
C 2.943 -0.507 -1.551 -0.245
F 2.581 0.695 -1.092 0.076
H -1.625 0.827 -4.497 0.085
H -1.083 0.755 -2.816 0.043
H -2.641 0.033 -3.286 0.084
H -1.403 -1.592 -4.726 0.127
H 1.072 -0.169 -3.695 0.069
H 0.467 -0.316 -5.339 0.086
H 1.118 -1.733 -4.523 0.083
H -2.704 -3.001 -3.779 0.117
H -3.322 -4.549 -1.969 0.108
H -2.057 -4.519 0.152 0.114
H 0.732 -2.129 0.813 0.087
H -1.589 -3.634 2.098 0.079
H -1.269 -1.903 2.166 0.055
H -0.188 -3.038 2.976 0.082
H 0.304 -5.153 0.917 0.088
H 1.555 -4.269 1.785 0.078
H 1.585 -4.344 0.015 0.069
H 1.624 -3.561 -2.258 0.124
H 3.986 -3.974 -2.835 0.114
H 5.656 -2.160 -2.626 0.115
H 4.964 0.090 -1.791 0.129
C 2.886 -0.939 1.686 0.027
C 2.035 -0.143 2.602 -0.302
N 1.166 0.799 2.283 0.177
C 0.728 1.307 3.485 -0.131
C 1.315 0.662 4.534 -0.052
N 2.134 -0.254 3.948 0.205
C 1.233 0.721 6.020 -0.464
O 0.454 1.643 6.554 0.168
O 1.874 -0.064 6.665 0.142
C -0.180 2.442 3.472 -0.482
O -0.709 2.994 4.407 0.139
O -0.384 2.802 2.214 -0.170
H 2.458 -0.931 0.693 0.041
H 2.972 -1.971 2.023 0.096
H 3.887 -0.505 1.638 0.109
H 2.714 -0.889 4.479 0.185
H 0.002 2.196 5.882 0.084
F -0.192 1.479 -1.026 -0.312
O 1.440 3.022 0.306 -0.301
O 2.493 3.656 0.126 0.017
```